(1)
This record from the Open Molecules 2025 dataset describes a cluster of 2 separate species, C2H3Cl2P in total at a distorted geometry. The level of theory is wB97M-V/def2-TZVPD.

Its energy is -1339.649472 Eh. The calculation puts the HOMO-LUMO gap (spin up / spin down) at 7.07 / 5.47 eV. The relative energy (zero: lowest compared OMol25 entry of this formula, charge and spin) comes out at 2.843 eV. The multiplicity is 1. The HOMO energy (spin up / spin down) comes out at -9.52 / -8.53 eV. Its charge is 0. The molecular weight comes out at 128.93 g mol⁻¹.

```
8
C2H3Cl2P wB97M-V/def2-TZVPD
C -0.91701 1.07267 -0.02147
C -0.14029 0.19279 0.61817
P 1.41818 0.17227 -0.33717
Cl -0.14575 -2.43457 -1.77254
Cl 2.52975 -1.16848 0.63300
H -1.92809 1.06450 0.23847
H -0.60404 1.74901 -0.73947
H -0.21276 -0.64819 1.38101
```

---

(2)
This record from the Open Molecules 2025 dataset describes a cluster of 2 separate species, C3H7I2N2O2 in total at a distorted geometry. The level of theory is wB97M-V/def2-TZVPD.

Its energy is -973.549538 Eh. The calculation puts the HOMO-LUMO gap at 6.98 eV. The relative energy (zero: lowest compared OMol25 entry of this formula, charge and spin) comes out at 2.175 eV. The multiplicity is 1. The HOMO energy comes out at -11.69 eV. Its charge is +1. The molecular weight comes out at 356.91 g mol⁻¹.

```
16
C3H7I2N2O2 wB97M-V/def2-TZVPD
C -0.18887 1.05547 -0.92345
C -1.62592 0.71014 -0.53404
C 1.34027 -1.26034 0.57879
N 0.58155 1.82381 -0.15005
N 1.38272 -2.23426 1.39171
O 0.49669 0.55418 -1.96798
O -2.01390 1.26371 0.63297
I -1.85012 -1.45916 -0.23348
I 3.31123 -0.70204 -0.14426
H -2.28373 0.97917 -1.40905
H 1.53046 1.99595 -0.38262
H 0.15778 2.38007 0.57079
H 2.11076 -3.03444 1.37822
H 0.29836 -0.24186 -2.45464
H 0.64060 -2.45002 1.93015
H -3.03607 1.26906 0.57691
```

---

(3)
This record from the Open Molecules 2025 dataset describes a cluster of 2 separate species, C23H26NO2 in total at a distorted geometry. The level of theory is wB97M-V/def2-TZVPD.

Its energy is -1096.975063 Eh. The calculation puts the HOMO-LUMO gap at 6.05 eV. The relative energy (zero: lowest compared OMol25 entry of this formula, charge and spin) comes out at 2.619 eV. The multiplicity is 1. The HOMO energy comes out at -11.48 eV. Its charge is +1. The molecular weight comes out at 348.47 g mol⁻¹.

```
52
C23H26NO2 wB97M-V/def2-TZVPD
C 6.20472 2.70358 2.03410
O 6.14604 1.33798 1.57849
C 4.95455 0.70575 1.48142
C 5.00645 -0.65835 1.08204
C 3.86524 -1.41534 1.10289
C 2.60768 -0.85809 1.50541
C 1.52129 -1.74833 1.68304
C 0.18886 -1.43639 2.08361
C -0.84750 -2.33840 1.70348
C -2.16140 -2.12502 2.05836
C -2.49150 -0.93810 2.72658
O -3.83445 -0.70019 3.00798
C -4.54226 0.15573 2.15351
C -5.51610 -0.42663 1.33483
C -6.15769 0.36925 0.38917
C -5.88889 1.73796 0.32580
C -4.94690 2.31166 1.18319
C -4.25279 1.52174 2.10247
C -1.51512 -0.01497 3.11486
C -0.18400 -0.29812 2.85449
C 2.55062 0.55846 1.67152
C 3.70607 1.31493 1.75717
H 7.26712 2.93896 1.96754
H 5.62423 3.37101 1.38396
H 5.85725 2.79287 3.07043
H 5.97393 -1.06977 0.79331
H 3.90400 -2.46353 0.80518
H 1.69593 -2.77934 1.36599
H -0.58345 -3.21673 1.11333
H -2.95381 -2.82279 1.79098
H -5.70691 -1.49339 1.43523
H -6.87429 -0.09694 -0.28840
H -6.41831 2.36266 -0.39582
H -4.73436 3.38097 1.14865
H -3.49541 1.93188 2.77107
H -1.81335 0.90824 3.60817
H 0.57749 0.36935 3.25291
H 1.58557 1.05988 1.73931
H 3.66052 2.37558 2.01949
C 3.85482 -4.83818 4.49184
C 3.70252 -3.37876 4.09902
C 4.72221 -2.52624 4.83301
N 2.35526 -2.91485 4.38812
H 4.85414 -5.18852 4.21157
H 3.73649 -4.95159 5.57484
H 3.11670 -5.47129 3.99087
H 3.89159 -3.28204 3.01214
H 5.73299 -2.86593 4.58067
H 4.64162 -1.46938 4.55546
H 4.57904 -2.62245 5.91532
H 2.23618 -1.92945 4.16733
H 1.65136 -3.46724 3.90640
```

---

(4)
This record from the Open Molecules 2025 dataset describes a structure of composition C6H3FO8Rh at a distorted geometry. The level of theory is wB97M-V/def2-TZVPD.

Its energy is -1042.139285 Eh. The calculation puts the HOMO-LUMO gap (spin up / spin down) at 8.29 / 5.18 eV. The relative energy (zero: lowest compared OMol25 entry of this formula, charge and spin) comes out at 2.648 eV. The multiplicity is 5. The HOMO energy (spin up / spin down) comes out at -13.73 / -13.51 eV. Its charge is +1. The molecular weight comes out at 324.99 g mol⁻¹.

```
19
C6H3FO8Rh wB97M-V/def2-TZVPD
C 2.22909 0.91133 -0.30941
C 1.49830 -0.30750 -0.45849
O 2.03063 -1.39429 0.23342
C 3.12471 -1.12659 1.00616
O 3.79432 -0.11033 0.60088
O 3.22613 -1.68689 2.08530
O 1.63497 2.02650 -0.02877
F 3.20297 1.17320 -1.25252
H 1.18624 -0.45779 -1.49509
O -1.59680 1.86437 0.02450
C -2.17954 0.76916 -0.04093
C -1.72513 -0.53786 -0.39071
O -2.69970 -1.39896 0.17184
C -3.75958 -0.69159 0.53700
O -4.87393 -1.08931 0.67840
O -3.43011 0.64278 0.47779
Rh 0.00172 2.71783 -0.09474
H -0.14194 -0.54712 -0.29661
H -1.52234 -0.75694 -1.44802
```

---

(5)
This record from the Open Molecules 2025 dataset describes a structure of composition C41H34KO3S3 at a distorted geometry. The level of theory is wB97M-V/def2-TZVPD.

Its energy is -3602.791217 Eh. The calculation puts the HOMO-LUMO gap at 8.30 eV. The multiplicity is 1. The HOMO energy comes out at -10.54 eV. Its charge is +1. The molecular weight comes out at 710.02 g mol⁻¹.

```
82
C41H34KO3S3 wB97M-V/def2-TZVPD
K -3.26278 0.54661 -1.71593
C 4.91996 3.24144 0.56544
C 3.56184 2.86309 0.06742
C 3.38042 1.72685 -0.71315
C 2.11560 1.35485 -1.12843
C 1.01424 2.11233 -0.76097
C 1.18140 3.26698 -0.01470
C 2.44972 3.63670 0.39425
S -0.58557 1.33632 -1.13293
O -1.44721 2.20256 -1.95923
C -1.29111 1.52907 0.51317
C -2.26916 2.49869 0.77021
C -2.90212 2.51259 1.98220
C -2.60042 1.54041 2.96484
C -3.25820 1.51497 4.21327
C -2.94579 0.56485 5.14490
C -1.96830 -0.40413 4.87546
C -1.30425 -0.40373 3.68260
C -1.59931 0.56658 2.70154
C -0.94188 0.58849 1.44780
C 0.18398 -0.31140 1.13461
C 1.43728 -0.01450 1.74489
C 1.60294 1.09603 2.59972
C 2.82703 1.38354 3.13738
C 3.93465 0.56676 2.87099
C 3.80591 -0.51187 2.04081
C 2.56593 -0.81740 1.44354
C 2.42496 -1.88136 0.52606
C 1.22707 -2.11920 -0.08153
C 0.10015 -1.33265 0.22268
S -1.40207 -1.74264 -0.71631
O -2.50296 -0.88900 -0.22294
C -1.54097 -3.34166 0.10496
C -1.27724 -4.46941 -0.65142
C -1.18875 -5.70497 -0.03326
C -1.35536 -5.81295 1.34238
C -1.17783 -7.12172 2.04111
C -1.67197 -4.67225 2.07804
C -1.76670 -3.43862 1.46685
H 5.66024 2.50744 0.26109
H 4.91185 3.30679 1.65141
H 5.21775 4.21347 0.17605
H 4.23201 1.11958 -0.98085
H 1.97247 0.45946 -1.71888
H 0.32014 3.86054 0.25667
H 2.57754 4.52650 0.99634
H -2.49208 3.24163 0.01441
H -3.63491 3.27551 2.20779
H -4.01364 2.25991 4.42174
H -3.45106 0.55473 6.09771
H -1.74265 -1.15073 5.62065
H -0.54188 -1.14200 3.48150
H 0.75827 1.73167 2.81684
H 2.94363 2.24700 3.77590
H 4.88759 0.79450 3.32631
H 4.65272 -1.14662 1.82340
H 3.28827 -2.49075 0.29923
H 1.12724 -2.91968 -0.79995
H -1.12793 -4.37494 -1.71660
H -0.96694 -6.58538 -0.62027
H -0.92073 -7.91210 1.34180
H -2.09005 -7.39891 2.56592
H -0.38252 -7.03956 2.78096
H -1.81738 -4.75790 3.14518
H -2.00205 -2.55171 2.03286
C -1.94626 -0.88053 -6.02773
S -1.52244 -0.54692 -4.27496
O -2.83319 -0.38734 -3.60519
C -0.89461 1.11627 -4.58388
C 0.47347 1.32509 -4.53806
C 0.97504 2.59557 -4.76830
C 0.10846 3.64184 -5.03605
C -1.26068 3.42461 -5.07033
C -1.76555 2.15701 -4.84469
H -2.56829 -0.07374 -6.40358
H -2.48700 -1.82028 -6.04918
H -1.03023 -0.95284 -6.60013
H 1.13615 0.49661 -4.33065
H 2.04039 2.76945 -4.73282
H 0.49928 4.63330 -5.21223
H -1.93369 4.24435 -5.26871
H -2.82988 1.96885 -4.85704
```

---

(6)
This record from the Open Molecules 2025 dataset describes a structure of composition IO4S at a distorted geometry. The level of theory is wB97M-V/def2-TZVPD.

Its energy is -996.851419 Eh. The calculation puts the HOMO-LUMO gap at 7.54 eV. The relative energy (zero: lowest compared OMol25 entry of this formula, charge and spin) comes out at 0.926 eV. The multiplicity is 1. The HOMO energy comes out at -4.36 eV. Its charge is -1. The molecular weight comes out at 222.97 g mol⁻¹.

```
6
IO4S wB97M-V/def2-TZVPD
O 1.88189 -0.66534 -0.14630
O 0.36028 0.94391 -1.18099
O 0.48797 0.78218 1.25931
O -1.07995 -1.31187 0.00328
S 0.72009 0.17219 -0.02539
I -2.37029 0.07894 0.09008
```

---

> The highest molecular weight belongs to which entry?

C41H34KO3S3